{"formula": "C19H40NOP3Ti", "method": "ωB97M-V/def2-TZVPD", "lumo_energy_ev": [-8.87, -11.46], "multiplicity": 2, "e_tot_ha": -2750.5065, "homo_lumo_gap_ev": [8.39, 5.80], "fmax_ev_per_a": 3.72, "total_charge": 3, "molar_mass_g_mol": 439.3, "de_lowest_kcal_mol": 0.92, "s_squared": 0.778, "elements": ["Ti", "P", "P", "P", "O", "N", "C", "C", "C", "C", "C", "C", "C", "C", "C", "C", "C", "C", "C", "C", "C", "C", "C", "C", "C", "H", "H", "H", "H", "H", "H", "H", "H", "H", "H", "H", "H", "H", "H", "H", "H", "H", "H", "H", "H", "H", "H", "H", "H", "H", "H", "H", "H", "H", "H", "H", "H", "H", "H", "H", "H", "H", "H", "H", "H"], "xyz": [[-0.866, -1.320, -1.286], [-3.080, -0.257, -0.479], [0.705, 3.197, 0.139], [1.725, -1.563, -1.394], [-0.410, 0.660, -2.126], [-0.773, -2.007, 0.648], [0.102, -0.174, -4.341], [0.628, 2.468, -5.040], [-2.041, -2.237, -2.548], [-4.597, -1.039, -1.122], [2.590, -1.996, 0.146], [-0.709, 2.690, 1.129], [-3.418, -0.048, 1.306], [-0.905, -3.063, -2.166], [2.102, 2.193, 0.660], [-3.225, 1.434, -1.140], [1.087, 1.422, -5.858], [-0.108, -2.588, 3.095], [-0.196, 0.868, -3.423], [0.796, 0.103, -5.514], [-0.073, 2.215, -3.861], [2.318, -2.838, -2.562], [1.026, 4.946, 0.386], [2.642, -0.082, -1.957], [-0.473, -2.236, 1.757], [1.806, 1.138, 0.760], [-0.228, -3.399, -2.947], [2.908, 2.264, -0.082], [-2.531, -0.320, 1.895], [-0.730, 1.598, 1.246], [-5.472, -0.402, -0.927], [3.066, -0.277, -2.952], [1.989, 5.204, -0.068], [-2.325, 2.016, -0.910], [3.410, -2.687, -0.093], [-0.455, 3.011, -3.219], [1.098, -0.731, -6.144], [2.998, -1.087, 0.606], [-3.693, 0.994, 1.529], [-4.247, -0.704, 1.611], [-3.051, -2.605, -2.353], [-0.996, -3.781, -1.328], [3.443, 0.161, -1.245], [-4.497, -1.183, -2.207], [2.369, -2.424, -3.581], [0.816, 3.500, -5.327], [3.311, -3.183, -2.236], [-1.644, 3.009, 0.657], [-1.967, -1.671, -3.489], [0.236, 5.516, -0.118], [1.965, 0.777, -2.041], [-0.053, -1.687, 3.728], [1.904, -2.474, 0.853], [0.881, -3.078, 3.108], [-0.666, 3.138, 2.135], [-3.325, 1.398, -2.231], [1.646, 1.636, -6.772], [1.627, -3.688, -2.562], [2.498, 2.529, 1.633], [1.040, 5.215, 1.450], [-4.103, 1.937, -0.715], [-0.118, -1.221, -4.114], [-0.854, -3.282, 3.515], [0.437, 3.014, -1.249], [-4.738, -2.024, -0.651]], "forces_ev_per_a": [[0.97, 3.42, 0.98], [-0.89, 0.04, -0.19], [0.05, 0.35, 0.48], [0.52, -0.25, -0.62], [-0.42, -0.98, -2.21], [1.01, -0.54, 3.54], [0.84, -0.77, -1.07], [-0.84, 0.69, 1.07], [-1.09, -1.37, -0.68], [-0.13, -0.03, -0.03], [0.00, -0.10, 0.43], [-0.43, -0.10, 0.07], [0.14, 0.01, 0.34], [-0.02, -1.11, -1.14], [0.41, -0.23, -0.14], [0.08, 0.34, -0.15], [0.25, 0.31, -0.31], [0.30, -0.13, 0.94], [-0.21, 0.02, 2.48], [-0.82, -1.04, 0.92], [0.92, 0.63, -1.11], [-0.03, -0.21, 0.01], [-0.01, 0.10, -0.21], [0.11, 0.38, -0.09], [-0.91, 0.27, -2.89], [0.01, 0.35, -0.12], [0.04, 0.05, 0.28], [-0.14, 0.02, 0.22], [-0.33, 0.15, -0.05], [0.03, 0.26, -0.14], [0.26, -0.24, 0.03], [0.03, 0.14, 0.34], [-0.15, 0.00, 0.07], [-0.27, -0.17, -0.14], [-0.16, 0.25, 0.25], [0.18, -0.19, -0.32], [-0.06, 0.27, 0.01], [-0.07, -0.31, -0.03], [0.03, -0.38, -0.03], [0.26, 0.21, -0.07], [0.32, 0.37, 0.02], [-0.36, 0.10, -0.63], [-0.11, -0.10, -0.40], [-0.15, 0.11, 0.34], [0.01, -0.21, 0.35], [-0.07, -0.22, -0.03], [-0.24, 0.14, -0.34], [0.21, 0.05, 0.19], [-0.11, -0.50, 0.06], [0.15, -0.04, 0.13], [0.29, -0.16, 0.06], [-0.10, -0.30, -0.22], [0.34, -0.02, -0.15], [-0.37, 0.13, -0.09], [0.18, -0.06, -0.38], [-0.03, 0.00, 0.19], [-0.19, 0.00, 0.31], [0.41, 0.12, 0.01], [-0.29, 0.06, -0.33], [0.01, -0.22, -0.24], [0.16, -0.14, -0.15], [0.16, 0.39, 0.09], [0.19, 0.22, -0.15], [0.16, -0.13, 0.77], [-0.02, 0.32, -0.16]]}